{"formula": "C27H54O11", "method": "the ωB97M-V functional and the def2-TZVPD basis", "species": ["C", "H", "H", "C", "C", "H", "H", "H", "H", "O", "H", "C", "O", "C", "H", "C", "H", "H", "H", "C", "H", "C", "H", "H", "C", "H", "H", "C", "H", "H", "O", "H", "H", "H", "C", "H", "H", "H", "H", "C", "H", "H", "H", "H", "C", "C", "H", "C", "H", "O", "H", "O", "H", "C", "H", "H", "C", "C", "H", "H", "H", "O", "C", "O", "H", "H", "C", "C", "H", "H", "H", "C", "H", "O", "C", "H", "C", "H", "H", "C", "O", "H", "C", "H", "H", "C", "H", "H", "O", "H", "H", "O"], "positions_angstrom": [[4.417, -3.197, 1.262], [-1.275, 2.416, 1.921], [6.612, -3.358, 0.857], [-1.449, -2.757, 3.077], [1.213, -2.507, -3.776], [4.394, 0.305, -0.475], [2.305, -1.517, -5.482], [3.937, 0.233, 1.322], [-1.805, -0.091, -4.480], [1.307, -3.547, -3.200], [-5.489, -2.221, -0.422], [3.014, 2.610, -1.299], [-0.227, 2.147, -2.695], [-1.079, -2.135, -4.015], [-2.837, 4.533, 4.983], [4.367, -1.776, 1.896], [3.855, -1.709, 2.749], [-0.858, 4.268, -0.229], [-0.261, -4.347, 2.236], [-2.819, 3.527, 5.213], [4.899, 1.672, 0.455], [0.447, 0.901, -0.903], [-2.697, 1.871, 1.084], [0.957, -2.127, 0.555], [-0.923, 2.534, -1.500], [0.007, -1.646, -0.910], [-0.624, 0.947, -0.823], [1.007, -1.578, -0.376], [-1.222, -3.085, -3.320], [0.411, 4.353, -1.001], [1.471, 0.197, 1.223], [0.836, 1.015, -4.791], [-0.657, 3.920, 5.940], [-0.518, -0.817, 3.700], [5.629, -3.560, 0.347], [-0.339, 0.707, -5.814], [0.318, -2.435, 4.256], [-4.979, 1.089, 0.978], [-2.105, 3.855, 7.245], [2.541, -1.957, -4.465], [-0.939, 0.396, -3.383], [-3.866, 3.244, 5.642], [-1.560, 2.482, 6.832], [-1.482, -0.486, -2.894], [-0.258, 3.606, -0.779], [-1.250, -3.914, 2.156], [2.985, -1.377, -3.777], [-0.184, -1.891, 3.458], [0.572, -1.613, 2.741], [-2.664, -2.436, 3.609], [3.994, 2.980, -1.818], [3.324, -3.962, 1.438], [-5.924, -1.224, 1.115], [-2.896, 2.693, 3.071], [-1.186, -3.602, 1.194], [5.373, -1.374, 1.983], [-0.834, 1.356, -3.690], [-2.162, 1.902, 1.990], [-1.391, -2.772, -4.844], [-0.074, 2.402, -5.510], [-2.994, -1.053, -3.768], [-2.269, 2.899, 4.166], [-1.685, 3.390, 6.377], [-3.512, -0.940, -1.067], [3.814, -1.069, 1.209], [2.547, 2.045, -2.121], [-5.047, -1.764, 0.592], [3.028, 1.882, 0.025], [-4.498, -2.444, 1.210], [-3.302, 1.309, 0.338], [3.293, -2.850, -4.683], [-1.914, -0.788, -3.743], [2.506, 3.524, -1.207], [-4.059, 3.149, 2.851], [-4.048, 0.617, 0.804], [-1.939, 0.993, 2.299], [1.043, -0.117, 0.029], [-1.655, 1.709, -4.179], [-2.007, -4.613, 2.112], [0.065, 1.355, -5.026], [2.239, 2.239, 1.029], [0.108, 3.024, 0.100], [-4.078, -0.715, 0.034], [0.982, 1.912, -0.726], [5.655, -2.991, -0.560], [4.186, 0.976, 0.410], [0.477, 0.610, -1.938], [1.872, -1.895, -0.938], [-2.092, 2.281, -1.351], [-3.718, 0.457, 1.880], [5.484, -4.596, -0.046], [0.178, -1.685, -3.976]], "lowdin_charge": [-0.306, 0.077, 0.095, -0.306, -0.512, 0.110, 0.095, 0.085, 0.030, 0.116, 0.126, -0.027, -0.088, -0.205, 0.090, -0.030, 0.040, 0.090, 0.097, -0.230, 0.040, -0.044, -0.005, 0.060, -0.532, 0.113, 0.108, 0.018, 0.160, 0.075, -0.027, -0.074, 0.144, 0.101, -0.030, 0.094, 0.081, 0.090, 0.044, 0.030, -0.037, 0.165, 0.017, 0.017, 0.017, -0.020, 0.008, -0.018, 0.028, -0.073, 0.130, -0.058, 0.103, -0.453, 0.044, 0.087, -0.233, 0.007, 0.116, 0.129, 0.124, 0.017, -0.039, 0.012, 0.036, 0.087, -0.029, -0.389, 0.051, 0.044, 0.125, -0.039, 0.050, 0.051, -0.026, 0.044, -0.319, 0.104, 0.064, 0.024, -0.032, 0.095, -0.409, 0.067, 0.059, -0.020, 0.099, 0.081, 0.128, 0.110, 0.090, -0.025], "smiles": "CCOC(C)=O.CCOC(C)=O.CCOC(C)=O.CC(C)=O.CC(C)=O.CC(C)=O.CC(C)=O.CC(C)=O", "total_energy_ev": -51378.88275, "orbital_gap_ev": 9.25, "molar_mass_g_mol": 554.72, "e_above_lowest_kcal_mol": 356.22, "charge": 0}

***

{"formula": "C27H56BN3O12P3S2Si", "method": "the ωB97M-V functional and the def2-TZVPD basis", "species": ["C", "H", "C", "C", "H", "H", "C", "H", "H", "N", "H", "H", "O", "H", "H", "H", "C", "O", "H", "H", "O", "C", "C", "C", "H", "C", "H", "H", "H", "N", "H", "C", "C", "O", "H", "O", "S", "H", "H", "H", "C", "H", "Si", "H", "H", "C", "H", "O", "H", "C", "H", "O", "P", "H", "H", "H", "H", "H", "H", "O", "C", "C", "H", "H", "H", "H", "C", "H", "H", "C", "H", "O", "H", "C", "B", "H", "C", "C", "C", "H", "C", "H", "H", "O", "H", "N", "C", "H", "O", "S", "C", "H", "O", "P", "H", "H", "P", "H", "C", "H", "H", "H", "H", "H", "C"], "positions_angstrom": [[3.408, 3.051, 5.540], [-4.158, -0.728, -6.298], [-1.619, -2.693, -4.149], [-1.970, -2.764, -0.646], [-3.192, 0.802, -2.772], [1.756, -2.803, -0.064], [-0.133, 7.623, 6.246], [-2.794, 0.429, -6.120], [-1.650, 6.808, 7.535], [-1.228, -3.282, -2.843], [0.860, -0.410, -5.263], [-1.601, 0.036, -2.405], [-1.459, -2.703, 0.408], [2.963, 8.064, 6.871], [6.560, -0.578, -0.353], [1.302, 3.319, 1.867], [-0.844, -5.564, 0.655], [3.372, 1.402, 0.028], [1.457, 2.317, 6.056], [3.710, 2.101, 5.096], [2.591, -0.966, -0.241], [5.419, 0.836, -1.502], [-4.616, -1.648, -3.599], [-1.875, -3.809, -5.192], [1.163, -3.344, -5.156], [-4.019, -4.123, -1.416], [3.521, 3.342, 0.623], [-0.064, 8.521, 6.866], [-5.821, -5.144, -1.983], [-0.116, -0.686, -5.185], [1.182, 1.588, 1.509], [3.450, 7.157, 7.221], [-0.955, -4.539, -2.861], [0.822, 5.883, 4.429], [-6.286, -1.601, 0.344], [-1.106, -2.465, -1.767], [-1.174, -5.331, -4.388], [-0.191, -4.693, 0.689], [-0.176, -6.383, -2.233], [-7.309, -3.488, -0.869], [-2.329, 0.277, -3.183], [-5.347, -1.145, -4.241], [-2.871, -1.208, -4.216], [-1.663, -5.333, 1.337], [2.152, 3.039, -0.422], [2.729, 2.624, 0.402], [-0.264, -6.432, 0.976], [-3.645, -5.267, -6.768], [3.764, -2.949, -1.602], [2.765, -2.701, -1.961], [0.972, -1.748, -1.236], [1.035, -2.696, -4.458], [-3.624, -4.242, -5.713], [1.504, 3.200, 4.529], [-0.445, -0.746, -6.148], [2.285, -3.609, -2.332], [-2.284, 7.570, 6.066], [-1.632, -6.722, -0.753], [0.100, -4.425, -6.630], [1.384, 0.952, -1.228], [3.106, 6.835, 8.658], [-0.444, -5.439, -1.744], [3.867, 3.856, 4.959], [-3.420, -4.869, -1.919], [3.759, 6.046, 9.035], [5.516, 0.422, 0.627], [1.940, -2.072, -0.854], [0.503, -5.053, -1.353], [-0.010, 7.946, 5.213], [-1.475, 6.959, 6.469], [-4.858, -2.708, -3.636], [1.459, 4.341, 6.255], [-1.811, 0.946, -3.873], [6.162, 0.432, -0.248], [-0.175, -2.016, -4.630], [4.524, 7.330, 7.143], [1.896, 3.177, 5.551], [-5.645, -2.309, -0.169], [-3.115, -0.605, -6.003], [-2.546, -1.212, -6.720], [1.876, 2.420, 1.636], [-4.719, -1.219, -2.604], [3.226, 7.720, 9.282], [4.235, 0.028, -1.678], [-4.328, -3.103, -6.150], [-1.430, -5.731, -0.706], [-5.396, -4.297, -1.458], [6.987, 1.119, -0.061], [0.928, 6.761, 6.652], [-1.009, -3.683, -6.823], [-6.233, -3.378, -0.837], [2.087, 6.471, 8.765], [3.151, 6.040, 6.360], [1.739, 5.808, 5.597], [-1.514, 5.976, 6.000], [6.056, 0.646, -2.368], [2.765, 0.407, -1.113], [-3.837, -1.271, 0.369], [-4.278, -2.121, -0.140], [2.882, -2.016, -2.802], [-4.248, -4.702, -4.529], [5.179, 1.896, -1.519], [3.808, 3.113, 6.551], [2.504, 2.176, 2.494], [-3.434, -3.040, -0.774]], "lowdin_charge": [-0.085, 0.033, -0.323, -0.336, 0.045, 0.117, -0.283, 0.049, 0.076, -0.059, 0.105, 0.031, 0.209, 0.113, 0.080, 0.082, -0.083, -0.239, 0.119, 0.075, -0.183, -0.249, -0.168, -0.982, 0.080, -0.062, 0.121, 0.118, 0.114, 0.187, 0.078, -0.254, -0.420, -0.229, 0.118, 0.070, 1.087, 0.064, 0.115, 0.116, -0.147, 0.048, 0.590, 0.089, 0.107, -0.269, 0.091, -0.421, 0.090, -0.077, 0.085, 0.108, 0.646, 0.091, 0.082, 0.059, 0.077, 0.116, -0.093, -0.228, -0.066, -0.179, 0.069, 0.087, 0.080, 0.074, -0.288, 0.130, 0.105, -0.073, -0.009, -0.196, 0.031, -0.063, -0.678, 0.118, -0.283, -0.061, -0.162, 0.010, -0.067, 0.023, 0.084, -0.205, 0.039, -0.079, -0.072, 0.086, -0.244, 0.841, -0.049, 0.073, -0.206, 0.556, 0.075, 0.119, 0.557, 0.134, -0.019, 0.063, 0.032, 0.114, 0.081, 0.066, -0.139], "total_energy_ev": -116034.61588, "orbital_gap_ev": 7.53, "molar_mass_g_mol": 810.71, "e_above_lowest_kcal_mol": 36.79, "charge": 1}